C40H38F5FeIN2O6S2 | wB97M-V/def2-TZVPD

```
! wB97M-V def2-TZVPD RIJCOSX def2/J DEFGRID3
* xyz 1 6
Fe 0.336 0.133 -0.400
C 0.125 -4.133 -1.685
C 0.732 -4.016 -0.329
N 0.736 -5.037 0.472
C 1.235 -4.970 1.697
C 1.807 -3.816 2.208
C 2.322 -3.872 3.632
O 3.518 -4.598 3.738
C 1.900 -2.689 1.373
C 2.617 -1.502 1.755
N 2.624 -0.457 1.022
C 3.294 0.712 1.281
C 3.515 1.241 2.556
C 4.116 2.474 2.707
C 4.540 3.193 1.600
C 4.342 2.685 0.327
C 3.707 1.470 0.180
I 3.336 0.690 -1.743
C 1.295 -2.741 0.070
O 1.217 -1.754 -0.715
H -0.658 -4.885 -1.682
H 0.887 -4.435 -2.404
H -0.265 -3.167 -1.995
H 1.186 -5.874 2.284
H 1.598 -4.423 4.241
H 2.419 -2.864 4.060
H 4.226 -4.156 3.258
H 3.209 -1.560 2.674
H 3.169 0.704 3.425
H 4.248 2.881 3.696
H 5.018 4.151 1.727
H 4.668 3.238 -0.542
O -1.656 -0.657 -1.165
S -2.709 -1.650 -1.532
C -3.721 -0.894 -2.920
C -3.288 0.520 -3.257
C -1.980 0.531 -4.047
C -1.497 1.941 -4.341
S -0.146 2.487 -3.163
O -0.051 1.391 -2.145
C 1.235 2.103 -4.268
C 2.079 3.116 -4.687
C 3.163 2.801 -5.493
C 3.386 1.489 -5.877
C 2.548 0.478 -5.432
C 1.478 0.782 -4.612
C -3.981 -1.423 -0.265
C -4.793 -2.497 0.059
C -5.773 -2.333 1.023
C -5.929 -1.102 1.643
C -5.105 -0.035 1.312
C -4.116 -0.197 0.360
H -4.761 -0.929 -2.604
H -3.592 -1.554 -3.777
H -3.154 1.094 -2.337
H -4.077 1.001 -3.841
H -2.110 -0.020 -4.980
H -1.227 0.015 -3.445
H -2.294 2.670 -4.218
H -1.090 2.040 -5.343
H 1.887 4.135 -4.389
H 3.840 3.577 -5.811
H 4.219 1.248 -6.517
H 2.732 -0.545 -5.720
H 0.835 0.005 -4.231
H -4.654 -3.447 -0.432
H -6.412 -3.160 1.287
H -6.691 -0.976 2.394
H -5.237 0.922 1.789
H -3.440 0.608 0.110
C -2.123 -1.880 3.303
C -1.022 -1.103 4.019
C -0.483 -0.235 2.886
O -0.714 -0.942 1.658
C -1.453 -2.129 1.954
H -3.011 -1.258 3.176
H -2.398 -2.805 3.803
H -0.253 -1.788 4.379
H -1.379 -0.503 4.851
H 0.584 -0.032 2.973
H -1.021 0.717 2.834
H -0.767 -2.984 2.029
H -2.154 -2.309 1.138
F 0.277 6.833 2.872
C 0.346 5.579 2.421
C 0.636 4.530 3.290
F 0.849 4.777 4.585
C 0.715 3.232 2.820
F 0.997 2.252 3.702
C 0.532 2.888 1.455
O 0.660 1.696 1.012
C 0.222 3.990 0.620
F 0.024 3.742 -0.693
C 0.137 5.293 1.074
F -0.138 6.279 0.217
*
```

Total energy (a.u.): -4964.7896
⟨S²⟩: 8.794
Maximum force (Eh/bohr): 0.049
E_LUMO (spin up / spin down) (hartree): -0.0876 / -0.2225
Orbital gap (spin up / spin down) (eV): 7.03 / 3.33
HOMO level (spin up / spin down) (Eh): -0.3461 / -0.3448

=====

C3H5N3O | wB97M-V/def2-TZVPD

```
! wB97M-V def2-TZVPD RIJCOSX def2/J DEFGRID3
* xyz 0 1
N -1.540 -0.047 1.873
C -0.495 -0.258 1.083
C 0.634 -1.572 -1.345
N 1.285 -0.430 -1.178
C 0.677 0.777 -0.730
O 1.150 1.842 -1.048
N -0.467 0.641 0.042
H -2.252 0.677 1.783
H -1.602 -0.599 2.711
H 1.387 -2.281 -1.753
H 2.251 -0.243 -1.450
H -1.029 1.493 0.012
*
```

Total energy (a.u.): -356.7113
Maximum force (Eh/bohr): 0.010
E_LUMO (hartree): 0.0240
Orbital gap (eV): 9.02
HOMO level (Eh): -0.3073

=====

C6H9N | wB97M-V/def2-TZVPD

```
! wB97M-V def2-TZVPD RIJCOSX def2/J DEFGRID3
* xyz 0 1
C -2.569 -0.414 0.214
C -1.120 -0.039 0.160
N -0.201 -0.914 -0.066
C 1.011 -0.167 -0.371
C 2.343 -0.780 0.031
C 0.710 1.265 -0.039
C -0.603 1.338 0.227
H -2.669 -1.452 0.539
H -3.146 0.244 0.870
H -3.000 -0.338 -0.792
H 0.960 -0.233 -1.469
H 2.404 -1.793 -0.378
H 3.161 -0.192 -0.401
H 2.488 -0.829 1.113
H 1.427 2.079 -0.068
H -1.197 2.224 0.428
*
```

Total energy (a.u.): -288.7526
SMILES: CC1=N[C@H](C)C=C1
Maximum force (Eh/bohr): 0.008
E_LUMO (hartree): 0.0342
Orbital gap (eV): 10.29
HOMO level (Eh): -0.3442

=====

C4H9N3 | wB97M-V/def2-TZVPD

```
! wB97M-V def2-TZVPD RIJCOSX def2/J DEFGRID3
* xyz 0 1
C -1.891 0.772 0.155
C 0.406 -0.888 1.283
C 0.755 0.572 -0.773
C -0.060 -0.453 -0.054
N -2.904 1.225 -0.173
N 0.771 1.771 0.111
N -0.383 -1.599 -0.833
H -0.349 -1.312 1.953
H 1.228 -1.706 1.265
H 0.959 -0.108 1.667
H 1.722 0.112 -0.665
H 0.368 0.920 -1.806
H 0.999 2.631 -0.463
H -0.128 1.986 0.492
H -0.782 -2.385 -0.425
H -0.710 -1.537 -1.733
*
```

Total energy (a.u.): -321.9752
Maximum force (Eh/bohr): 0.087
E_LUMO (hartree): 0.0036
Orbital gap (eV): 9.86
HOMO level (Eh): -0.3588

=====

C25H36AsClN4O2Si2V | wB97M-V/def2-TZVPD

```
! wB97M-V def2-TZVPD RIJCOSX def2/J DEFGRID3
* xyz 0 2
V 0.837 0.534 -0.099
O 0.088 0.991 -1.869
N 0.295 0.236 -2.871
N 1.011 -0.763 -2.611
O 1.541 -0.852 -1.358
C 1.062 -1.807 -3.586
C 1.909 -2.856 -3.311
C 1.912 -3.939 -4.182
C 1.100 -3.907 -5.293
C 0.286 -2.823 -5.600
C 0.257 -1.743 -4.744
H 2.477 -2.847 -2.385
H 2.551 -4.790 -3.960
H 1.082 -4.763 -5.938
H -0.333 -2.894 -6.502
H -0.375 -0.897 -4.911
C -2.684 -3.399 1.599
Si -1.390 -2.552 0.536
C -2.019 -2.659 -1.222
C 0.294 -3.397 0.867
As -0.968 -0.322 1.274
Si -2.968 0.812 0.611
C -2.872 2.534 1.375
C -4.525 -0.025 1.281
C -3.228 0.953 -1.213
H -2.717 -4.368 1.158
H -3.680 -2.980 1.507
H -2.425 -3.456 2.631
H -2.333 -3.692 -1.385
H -1.327 -2.352 -2.010
H -2.905 -2.038 -1.266
H 0.206 -4.477 0.993
H 0.622 -2.958 1.812
H 1.052 -3.205 0.080
H -2.753 2.504 2.443
H -3.760 3.133 1.134
H -2.003 3.079 1.028
H -4.368 -0.368 2.295
H -4.879 -0.828 0.632
H -5.338 0.719 1.320
H -2.392 1.420 -1.731
H -4.114 1.561 -1.353
H -3.406 -0.046 -1.645
Cl 2.996 -1.072 5.127
C 3.129 -1.135 3.417
C 4.214 -1.769 2.825
C 4.338 -1.686 1.450
C 3.348 -1.028 0.726
N 2.269 -0.496 1.303
C 2.123 -0.555 2.624
H 4.948 -2.305 3.407
H 5.201 -2.114 0.949
H 3.432 -0.949 -0.358
H 1.189 -0.179 3.005
C 1.402 2.320 3.115
C 1.136 3.514 2.260
C 1.061 4.780 2.755
C 0.704 5.872 1.987
C 0.419 5.661 0.646
C 0.475 4.402 0.085
C 0.182 4.174 -1.360
C 0.844 3.337 0.908
N 0.854 2.050 0.475
H 1.770 2.616 4.118
H 2.185 1.725 2.670
H 0.506 1.741 3.263
H 1.349 4.910 3.804
H 0.678 6.849 2.458
H 0.135 6.501 -0.003
H 0.065 5.162 -1.834
H -0.750 3.602 -1.497
H 0.975 3.601 -1.854
*
```

Total energy (a.u.): -5562.7055
⟨S²⟩: 0.797
Maximum force (Eh/bohr): 0.037
E_LUMO (spin up / spin down) (hartree): -0.0012 / -0.0082
Orbital gap (spin up / spin down) (eV): 6.95 / 6.95
HOMO level (spin up / spin down) (Eh): -0.2566 / -0.2636

=====

C7H7N2O4S6Sr | wB97M-V/def2-TZVPD

```
! wB97M-V def2-TZVPD RIJCOSX def2/J DEFGRID3
* xyz -1 1
Sr 0.189 0.299 0.205
O -2.237 -2.439 1.293
C -1.692 -1.340 1.283
O -1.747 -0.502 0.333
C -0.766 -0.947 2.458
O -0.627 -1.712 3.418
O -0.100 0.120 2.303
C 5.713 0.091 2.399
S 5.927 0.414 0.619
C 5.097 1.953 0.463
C 3.766 2.141 0.635
S 2.705 0.974 1.284
S 3.203 3.795 0.322
C 4.749 4.476 -0.122
S 4.955 6.037 -0.566
S 6.055 3.339 -0.019
H 5.896 -0.968 2.538
H 4.687 0.327 2.656
H 6.415 0.693 2.967
N 1.910 -2.172 2.223
C 1.148 -2.739 1.280
N 0.253 -3.659 1.649
S 1.452 -2.430 -0.354
H 1.498 -2.068 3.147
H 2.535 -1.432 1.920
H -0.178 -3.520 2.564
H -0.400 -3.969 0.941
*
```

Total energy (a.u.): -3101.4900
Maximum force (Eh/bohr): 0.098
E_LUMO (hartree): 0.0697
Orbital gap (eV): 6.76
HOMO level (Eh): -0.1787

=====

C2H2Cl2O | wB97M-V/def2-TZVPD

```
! wB97M-V def2-TZVPD RIJCOSX def2/J DEFGRID3
* xyz 0 1
C -0.987 -0.519 0.494
C 1.661 -0.251 -0.532
O -1.660 -1.460 0.649
Cl 2.554 -1.524 0.054
Cl 1.810 1.263 0.454
H -1.243 0.603 0.728
H 1.748 0.006 -1.545
*
```

Total energy (a.u.): -1072.8881
Maximum force (Eh/bohr): 0.057
E_LUMO (spin up / spin down) (hartree): -0.0196 / -0.0007
Orbital gap (spin up / spin down) (eV): 7.89 / 8.80
HOMO level (spin up / spin down) (Eh): -0.3094 / -0.3243

=====

C2H5FO | wB97M-V/def2-TZVPD

```
! wB97M-V def2-TZVPD RIJCOSX def2/J DEFGRID3
* xyz 0 1
C 0.648 0.618 -0.303
C -0.697 0.563 0.245
H 1.842 -1.412 -0.447
H 1.135 1.628 -0.063
H 0.578 0.565 -1.379
H -1.282 1.400 -0.118
H -0.686 0.675 1.382
O 1.236 -0.490 0.298
F -1.242 -0.669 -0.157
*
```

Total energy (a.u.): -254.2088
Maximum force (Eh/bohr): 0.132
E_LUMO (hartree): 0.0061
Orbital gap (eV): 10.48
HOMO level (Eh): -0.3791

=====

C2H8S4Si | wB97M-V/def2-TZVPD

```
! wB97M-V def2-TZVPD RIJCOSX def2/J DEFGRID3
* xyz 0 1
Si -2.102 -0.175 -0.310
C -0.263 0.373 0.592
S -0.112 2.183 0.481
C 0.861 -0.291 -0.216
S 1.120 -2.104 -0.017
S 0.544 0.215 -1.985
S 2.551 0.461 0.340
H -2.751 -0.526 0.955
H -1.812 -1.487 -0.877
H -2.735 1.084 -0.691
H -0.185 0.266 1.682
H 0.954 2.378 1.354
H 0.004 -2.652 -0.497
H 1.696 -0.367 -2.412
H 2.230 0.642 1.600
*
```

Total energy (a.u.): -1963.1523
SMILES: [SiH3][C@H](S)C(S)(S)S
Maximum force (Eh/bohr): 0.078
E_LUMO (hartree): 0.0139
Orbital gap (eV): 9.11
HOMO level (Eh): -0.3209

=====

CH6NPS | wB97M-V/def2-TZVPD

```
! wB97M-V def2-TZVPD RIJCOSX def2/J DEFGRID3
* xyz 0 1
N -1.177 1.321 -0.619
S -1.152 0.751 1.035
C -0.024 -0.958 0.757
P 1.587 -0.745 -0.025
H -0.231 1.003 -0.766
H -1.592 2.167 -0.950
H 0.227 -1.373 1.662
H -0.727 -1.588 0.419
H 1.151 -1.175 -1.157
H 1.936 0.596 -0.356
*
```

Total energy (a.u.): -835.8684
SMILES: NSCP
Maximum force (Eh/bohr): 0.106
E_LUMO (hartree): 0.0288
Orbital gap (eV): 8.64
HOMO level (Eh): -0.2886

=====

C3H6N3 | wB97M-V/def2-TZVPD

```
! wB97M-V def2-TZVPD RIJCOSX def2/J DEFGRID3
* xyz 1 1
N -1.162 1.235 0.713
C -0.181 0.496 0.263
C 1.164 0.882 -0.288
N 1.788 -0.077 -0.780
C 0.968 -1.218 -0.732
N -0.289 -0.787 -0.022
H -1.056 2.150 1.096
H -2.137 0.947 0.821
H 1.379 2.008 -0.235
H 0.686 -1.486 -1.758
H 1.227 -2.167 -0.343
H -0.988 -1.492 0.212
*
```

Total energy (a.u.): -281.9179
SMILES: [NH2+]=C1C=NCN1
Maximum force (Eh/bohr): 0.078
E_LUMO (hartree): -0.1741
Orbital gap (eV): 10.90
HOMO level (Eh): -0.5748

=====

C12H37N3O5 | wB97M-V/def2-TZVPD

```
! wB97M-V def2-TZVPD RIJCOSX def2/J DEFGRID3
* xyz 0 1
C 0.774 -0.336 -7.140
O 0.699 -0.178 -5.734
C 1.901 0.369 -5.066
C 1.402 1.226 -3.843
C 0.687 2.453 -4.422
N 2.569 1.584 -3.037
H 1.779 -0.766 -7.456
H 0.621 0.680 -7.525
H -0.006 -1.020 -7.525
H 2.441 -0.414 -4.556
H 2.487 1.054 -5.668
H 0.776 0.646 -3.257
H 1.396 3.188 -4.754
H 0.017 2.985 -3.686
H 0.084 2.211 -5.240
H 2.437 2.185 -2.263
H 3.152 2.143 -3.637
C -0.856 0.811 4.114
O 0.274 -0.118 4.265
C 0.092 -1.514 4.364
C -0.685 -2.175 5.523
C -0.048 -1.872 6.839
N -0.693 -3.634 5.265
H -0.546 1.531 3.458
H -1.007 1.143 5.176
H -1.724 0.188 3.691
H -0.334 -1.814 3.436
H 1.128 -1.875 4.429
H -1.760 -1.881 5.553
H 0.074 -0.797 6.982
H 0.932 -2.311 6.975
H -0.720 -2.169 7.626
H 0.273 -3.934 5.247
H -1.217 -3.725 4.378
C -0.975 -2.584 -1.073
O -1.757 -1.577 -0.646
C -1.527 -0.256 -1.164
C -2.507 0.663 -0.482
C -2.543 1.987 -1.145
N -2.225 0.689 0.932
H -0.988 -2.667 -2.181
H -1.210 -3.541 -0.557
H 0.027 -2.370 -0.716
H -0.551 0.079 -0.807
H -1.768 -0.156 -2.183
H -3.523 0.183 -0.554
H -2.869 1.933 -2.230
H -1.490 2.361 -1.120
H -3.144 2.783 -0.777
H -1.282 1.028 1.137
H -2.160 -0.340 1.193
O 2.281 0.472 2.372
H 1.768 0.208 3.213
H 2.877 -0.226 2.180
O 2.306 2.331 0.341
H 2.281 1.908 1.185
H 2.582 3.230 0.574
*
```

Total energy (a.u.): -1019.7466
SMILES: COC[C@H](C)N.COC[C@H](C)N.COC[C@H](C)N.O.O
Maximum force (Eh/bohr): 0.103
E_LUMO (hartree): 0.0207
Orbital gap (eV): 9.58
HOMO level (Eh): -0.3314

=====

C8H14Cl8F3NO3 | wB97M-V/def2-TZVPD

```
! wB97M-V def2-TZVPD RIJCOSX def2/J DEFGRID3
* xyz 0 1
N 1.612 1.226 2.054
C 1.281 -0.018 1.490
O 1.615 -0.349 0.415
O 0.584 -0.822 2.332
C -0.601 -1.372 1.751
C -1.870 -0.599 2.168
O -1.870 -0.252 3.519
C -2.182 0.599 1.260
F -1.638 1.736 1.677
F -3.508 0.806 1.263
F -1.867 0.379 -0.001
H 2.408 1.622 1.570
H 0.795 1.828 1.997
H -0.540 -1.523 0.667
H -0.724 -2.389 2.185
H -2.699 -1.304 2.037
H -1.205 0.427 3.703
Cl 3.982 2.098 -3.143
C 3.803 0.736 -2.025
Cl 5.208 0.589 -0.962
H 2.919 0.894 -1.417
H 3.699 -0.178 -2.598
Cl -2.067 -3.679 3.067
C -3.453 -3.623 4.171
Cl -4.859 -4.445 3.490
H -3.176 -4.109 5.101
H -3.706 -2.583 4.355
Cl 7.849 3.057 -5.565
C 6.382 2.236 -6.113
Cl 6.760 0.744 -6.983
H 5.776 1.991 -5.248
H 5.838 2.899 -6.776
Cl -6.111 1.556 -2.684
C -4.818 0.743 -1.793
Cl -4.750 -0.982 -2.173
H -3.870 1.197 -2.061
H -4.998 0.859 -0.731
*
```

Total energy (a.u.): -4574.8385
SMILES: NC(=O)OC[C@@H](O)C(F)(F)F.ClCCl.ClCCl.ClCCl.ClCCl
Maximum force (Eh/bohr): 0.054
E_LUMO (hartree): 0.0102
Orbital gap (eV): 11.02
HOMO level (Eh): -0.3948

=====

C21H29ClN4O3 | wB97M-V/def2-TZVPD

```
! wB97M-V def2-TZVPD RIJCOSX def2/J DEFGRID3
* xyz 0 1
C 1.925 1.858 4.964
O 1.603 1.937 3.600
C 0.263 1.609 3.281
C 0.020 2.061 1.842
C -1.387 1.686 1.395
N -1.565 0.255 1.508
C -2.739 -0.233 0.811
C -2.425 -0.245 -0.645
C -1.262 -0.728 -1.225
C -0.237 -1.490 -0.466
O -0.574 -2.406 0.269
N 1.046 -1.093 -0.588
C 1.560 -0.133 -1.534
C 2.455 -0.862 -2.552
C 3.103 0.111 -3.524
O 3.485 -1.562 -1.882
C 2.983 -2.519 -0.967
C 4.170 -3.220 -0.325
C 2.094 -1.833 0.081
N -1.249 -0.487 -2.556
C -2.381 0.136 -2.824
C -2.885 0.610 -4.042
C -4.096 1.242 -4.070
C -4.822 1.404 -2.870
Cl -6.352 2.202 -2.907
C -4.343 0.941 -1.680
N -3.138 0.318 -1.656
C -1.441 -0.189 2.877
C -0.033 0.110 3.383
H 2.926 2.274 5.066
H 1.928 0.825 5.329
H 1.225 2.446 5.572
H -0.414 2.158 3.961
H 0.173 3.137 1.763
H 0.746 1.559 1.203
H -1.525 1.974 0.350
H -2.131 2.236 2.004
H -3.642 0.370 1.019
H -2.923 -1.259 1.139
H 0.743 0.362 -2.053
H 2.164 0.606 -0.993
H 1.822 -1.582 -3.101
H 3.716 0.824 -2.979
H 2.338 0.643 -4.082
H 3.741 -0.432 -4.215
H 2.363 -3.249 -1.517
H 4.786 -3.676 -1.094
H 4.775 -2.497 0.217
H 3.824 -3.987 0.361
H 1.625 -2.570 0.734
H 2.700 -1.137 0.673
H -2.297 0.460 -4.931
H -4.510 1.617 -4.990
H -4.880 1.047 -0.751
H -1.608 -1.267 2.900
H -2.185 0.299 3.538
H 0.060 -0.234 4.414
H 0.685 -0.430 2.765
*
```

Total energy (a.u.): -1722.5677
SMILES: COC1CCN(Cc2c(C(=O)N3C[C@@H](C)O[C@@H](C)C3)nc3ccc(Cl)cn23)CC1
Maximum force (Eh/bohr): 0.021
E_LUMO (hartree): 0.0114
Orbital gap (eV): 8.57
HOMO level (Eh): -0.3034

=====

C7H17N | wB97M-V/def2-TZVPD

```
! wB97M-V def2-TZVPD RIJCOSX def2/J DEFGRID3
* xyz -1 2
C 1.095 -0.056 2.478
C -0.272 0.584 1.945
C 0.035 2.068 1.725
N -0.732 -0.034 0.684
C 0.320 -0.140 -0.348
C -0.351 -0.384 -1.715
C 0.693 -0.235 -2.827
C -1.043 -1.721 -1.863
H 1.829 0.275 1.743
H 0.927 -1.134 2.400
H 1.320 0.143 3.524
H -1.098 0.486 2.663
H 0.447 2.453 2.665
H 0.798 2.247 0.975
H -0.797 2.706 1.417
H -1.038 -0.988 0.889
H 0.845 0.798 -0.446
H 1.001 -0.966 -0.100
H -1.097 0.392 -1.873
H 1.479 -0.970 -2.795
H 0.120 -0.249 -3.769
H 1.159 0.769 -2.746
H -1.898 -1.845 -1.176
H -1.456 -1.882 -2.859
H -0.364 -2.502 -1.553
*
```

Total energy (a.u.): -331.5945
⟨S²⟩: 0.750
Maximum force (Eh/bohr): 0.047
E_LUMO (spin up / spin down) (hartree): 0.1435 / 0.1450
Orbital gap (spin up / spin down) (eV): 2.48 / 9.23
HOMO level (spin up / spin down) (Eh): 0.0524 / -0.1943

=====

C7H11NO2S | wB97M-V/def2-TZVPD

```
! wB97M-V def2-TZVPD RIJCOSX def2/J DEFGRID3
* xyz 0 1
C 2.817 -0.994 -0.067
C 2.942 0.315 -0.302
C 1.524 -1.534 0.092
C -1.675 -0.842 1.085
C -1.542 1.578 0.308
C -1.153 -0.295 -1.262
C -0.953 0.192 0.215
N 0.456 0.324 0.453
O 0.787 -2.433 0.129
O 1.893 2.432 0.308
S 1.482 1.269 -0.450
H 3.669 -1.583 0.117
H 3.954 0.744 -0.435
H -1.520 -0.941 2.087
H -2.664 -0.525 0.891
H -1.575 -1.813 0.751
H -0.822 2.057 -0.396
H -1.486 1.879 1.298
H -2.519 1.532 -0.031
H -0.412 -1.155 -1.440
H -2.219 -0.692 -1.283
H -0.984 0.484 -2.067
*
```

Total energy (a.u.): -876.5832
Maximum force (Eh/bohr): 0.086
E_LUMO (hartree): -0.0409
Orbital gap (eV): 7.36
HOMO level (Eh): -0.3112